No. 1
{"formula": "C42H34Cl5CsN3O5P", "method": "ωB97M-V/def2-TZVPD", "de_lowest_kcal_mol": 3.7, "charge": -2, "total_energy_ha": -4823.8256, "symbols": ["Cs", "Cl", "C", "C", "C", "Cl", "C", "Cl", "C", "Cl", "C", "Cl", "O", "C", "O", "C", "P", "C", "C", "C", "C", "C", "C", "C", "C", "C", "C", "C", "C", "H", "H", "H", "H", "H", "H", "H", "H", "H", "H", "H", "H", "C", "O", "C", "C", "C", "C", "C", "C", "N", "C", "N", "C", "C", "C", "C", "C", "C", "O", "C", "N", "C", "C", "C", "C", "C", "C", "O", "C", "H", "H", "H", "H", "H", "H", "H", "H", "H", "H", "H", "H", "H", "H", "H", "H", "H", "H", "H", "H", "H", "H"], "xyz": [[-0.834168, -0.529634, 0.440087], [-3.887087, -2.313634, 1.968476], [-5.483153, -2.027798, 1.242427], [-5.525250, -1.581159, -0.063142], [-6.793484, -1.369738, -0.550701], [-6.951811, -0.779254, -2.224675], [-7.965014, -1.580082, 0.171103], [-9.538316, -1.289027, -0.519299], [-7.866031, -2.034522, 1.483096], [-9.295788, -2.316507, 2.427207], [-6.604538, -2.261264, 2.030426], [-6.468919, -2.823463, 3.673741], [1.156616, 2.135381, -3.169936], [0.280199, 1.389600, -2.701994], [0.174482, 0.972221, -1.510946], [-0.831563, 0.941883, -3.678864], [-2.249972, 0.189381, -2.782983], [-3.504789, 0.142545, -4.147324], [-4.028788, -1.084362, -4.534308], [-4.959877, -1.172458, -5.562697], [-5.384355, -0.025241, -6.212948], [-4.877948, 1.212543, -5.827804], [-3.948298, 1.291850, -4.804252], [-2.913427, 1.638809, -1.849700], [-4.005682, 1.414405, -1.007595], [-4.607592, 2.472941, -0.339945], [-4.112831, 3.761007, -0.476506], [-3.005664, 3.987902, -1.284687], [-2.412738, 2.935915, -1.969083], [-0.411028, 0.178155, -4.339560], [-1.121242, 1.783981, -4.311072], [-3.722460, -1.975334, -3.998427], [-5.370220, -2.135959, -5.839095], [-6.120285, -0.089261, -7.005683], [-5.218997, 2.114819, -6.321726], [-3.572358, 2.260126, -4.492163], [-4.386686, 0.403713, -0.866859], [-5.461813, 2.279391, 0.298085], [-4.577708, 4.583749, 0.054042], [-2.598223, 4.987543, -1.380692], [-1.545993, 3.134974, -2.586251], [6.764406, -0.185395, -1.233704], [6.270731, -0.682191, -0.004361], [6.055187, 0.238754, 0.990368], [6.788445, 1.401074, 1.129724], [6.488164, 2.295329, 2.154790], [5.447443, 2.010559, 3.019681], [4.709158, 0.839414, 2.878844], [5.002288, -0.065483, 1.866372], [4.307508, -1.267073, 1.631289], [2.902633, -1.370424, 1.887999], [2.659675, -1.442623, 3.219384], [1.428756, -1.438893, 3.957142], [0.231023, -0.935464, 3.443815], [-0.838311, -1.029433, 4.353536], [-0.747391, -1.548837, 5.646380], [0.483170, -1.992276, 6.113700], [1.567900, -1.921516, 5.258906], [2.833877, -2.337465, 5.721444], [3.455960, -1.335217, 6.502260], [2.042822, -1.486086, 0.950361], [2.442742, -1.356934, -0.390747], [2.221215, -2.427599, -1.255887], [2.508325, -2.323488, -2.612981], [2.998222, -1.129313, -3.117327], [3.187066, -0.038125, -2.276909], [2.898126, -0.139650, -0.923173], [3.024107, 0.882998, -0.042050], [3.055634, 2.202832, -0.582497], [6.593454, -0.961929, -1.975311], [7.834636, 0.036237, -1.175181], [6.218820, 0.714037, -1.529224], [7.583710, 1.624191, 0.430421], [7.058668, 3.209826, 2.255032], [5.188379, 2.709612, 3.804549], [3.862928, 0.647739, 3.520484], [4.529762, -1.626044, 0.712460], [3.462861, -1.738307, 3.748471], [-1.816943, -0.659272, 4.045406], [-1.622242, -1.606996, 6.287211], [0.617708, -2.396621, 7.110875], [2.867834, -1.112428, 7.397862], [3.573399, -0.405450, 5.933429], [4.440032, -1.702939, 6.794784], [1.771237, -3.320332, -0.839000], [2.318549, -3.161186, -3.272908], [3.196254, -1.018790, -4.176645], [3.470849, 0.914016, -2.699461], [2.871473, 2.867415, 0.259013], [2.293076, 2.319187, -1.354750], [4.049473, 2.426427, -0.991647]], "forces_ev_per_angstrom": [[-0.36, -0.39, 0.70], [-0.08, -0.01, 0.08], [0.09, 0.09, -0.27], [-0.05, -0.03, 0.14], [0.09, -0.01, -0.03], [-0.04, -0.01, 0.03], [-0.07, 0.04, -0.09], [-0.01, -0.01, 0.03], [-0.03, -0.01, 0.02], [0.04, 0.01, -0.03], [0.09, -0.06, 0.16], [-0.05, 0.01, -0.05], [0.03, 0.07, -0.06], [-0.19, -0.01, 0.25], [0.27, 0.48, -0.97], [-0.01, -0.02, 0.02], [-0.10, 0.08, 0.07], [0.09, 0.15, 0.03], [0.02, -0.07, 0.05], [-0.01, 0.01, -0.01], [0.02, 0.02, 0.02], [-0.02, -0.05, -0.01], [0.01, -0.01, 0.02], [-0.03, 0.02, -0.14], [0.07, -0.04, -0.08], [0.00, -0.07, 0.06], [0.05, 0.03, -0.03], [-0.03, -0.01, 0.03], [-0.02, -0.03, 0.01], [-0.03, -0.01, 0.01], [0.03, -0.01, -0.02], [-0.01, -0.01, -0.02], [0.00, -0.01, 0.01], [0.00, 0.00, 0.00], [0.00, 0.01, 0.00], [0.00, 0.00, -0.01], [-0.01, 0.01, -0.05], [0.00, -0.01, 0.00], [0.00, 0.00, 0.00], [0.01, 0.00, 0.00], [0.01, 0.01, 0.00], [-0.03, 0.03, 0.03], [0.03, 0.00, -0.05], [0.05, 0.00, -0.04], [0.01, 0.03, -0.01], [0.00, -0.02, -0.01], [0.02, -0.04, -0.05], [0.00, 0.01, -0.03], [-0.13, -0.25, 0.02], [-0.04, 0.26, 0.05], [0.18, -0.04, 0.12], [-0.16, 0.13, -0.12], [0.15, 0.04, -0.12], [-0.04, -0.01, 0.01], [0.05, 0.03, 0.06], [0.03, 0.01, -0.08], [-0.02, 0.00, -0.03], [0.05, -0.09, 0.15], [-0.04, 0.05, -0.02], [-0.03, 0.02, -0.01], [0.06, -0.15, 0.03], [-0.19, -0.27, 0.07], [0.06, 0.24, -0.04], [-0.02, -0.01, 0.00], [0.00, -0.02, 0.06], [-0.02, -0.02, -0.04], [0.12, 0.08, -0.01], [-0.06, 0.03, -0.05], [0.11, -0.12, 0.05], [0.00, -0.02, 0.01], [0.00, -0.01, -0.01], [0.01, 0.00, -0.02], [0.00, -0.01, 0.01], [0.00, 0.00, 0.01], [-0.02, -0.01, 0.01], [-0.03, 0.00, 0.05], [0.02, 0.04, -0.05], [0.01, -0.01, 0.05], [-0.03, -0.04, 0.02], [-0.01, 0.01, 0.00], [-0.02, 0.00, 0.01], [0.01, 0.00, 0.02], [0.01, 0.00, -0.01], [0.00, -0.03, 0.00], [0.10, -0.06, 0.00], [0.00, -0.01, 0.00], [-0.01, -0.01, 0.00], [0.01, 0.02, 0.01], [-0.02, 0.00, 0.01], [0.04, 0.07, 0.06], [0.01, -0.02, -0.01]], "mulliken_charge": [1.50, -0.21, 0.75, -1.41, 1.11, -0.22, -0.47, -0.22, 0.57, -0.23, -0.37, -0.22, -0.79, 0.55, -0.65, -1.27, 0.08, 0.46, -0.28, -0.53, -0.39, -0.72, -0.25, 0.37, -0.44, -0.41, -0.55, -0.71, -0.20, 0.55, 0.45, 0.32, 0.36, 0.36, 0.36, 0.27, 0.32, 0.47, 0.35, 0.40, 0.26, -0.94, -0.44, 1.11, -0.53, -0.57, -1.04, -0.53, 0.16, -0.33, -0.05, 0.18, -0.40, -0.45, -0.62, -0.66, -0.24, 0.40, -0.57, -0.77, -0.15, -0.88, -0.43, -0.75, -0.97, -0.40, 1.36, 0.00, -0.89, 0.30, 0.34, 0.35, 0.33, 0.36, 0.40, 0.52, 0.56, 0.44, 0.42, 0.34, 0.42, 0.36, 0.21, 0.26, 0.50, 0.36, 0.45, 0.42, 0.21, 0.22, 0.31]}

No. 2
{"formula": "C2H5N3", "method": "ωB97M-V/def2-TZVPD", "de_lowest_kcal_mol": 74.8, "charge": 0, "total_energy_ha": -243.3427, "symbols": ["C", "C", "N", "N", "N", "H", "H", "H", "H", "H"], "xyz": [[2.171771, 0.092522, 0.258743], [-1.714134, -0.248327, 0.457480], [1.442736, -0.000241, -0.751704], [-2.021612, -0.109013, -0.750554], [0.612100, -0.203324, -1.515080], [3.213092, -0.125783, 0.337186], [1.705035, 0.420944, 1.194204], [-1.383365, -1.203238, 0.934219], [-1.726498, 0.585946, 1.121059], [-2.299123, 0.790514, -1.285556]], "forces_ev_per_angstrom": [[1.14, 0.92, 3.26], [-0.16, 0.68, -0.20], [-2.80, -1.49, -2.41], [-0.50, -0.33, -1.98], [1.65, 0.76, 0.32], [0.38, -0.12, -0.78], [-0.08, -0.08, -0.56], [-0.41, 0.41, -0.90], [0.08, 0.77, 0.93], [0.71, -1.52, 2.31]], "mulliken_charge": [-0.35, -0.29, 0.44, -0.49, -0.54, 0.25, 0.20, 0.27, 0.27, 0.24]}

Calculated values (eV) of HOMO level for the records, taken in order: -1.9; -8.6.